(P)
Computed, not measured: an isolated molecule of C3H4O3, with ωB97M-V with the def2-TZVPD basis set.

Geometry as XYZ:
```
10
Properties=species:S:1:pos:R:3:nbo_charge:R:1
O 0.2822 1.1333 -0.0499 -0.514
C 1.2474 0.1472 -0.1270 0.141
C 1.0533 -1.1433 0.0979 -0.507
O -1.7357 0.8925 -0.8505 -0.658
C -0.9832 0.7396 0.2416 0.988
O -1.3734 0.3463 1.3069 -0.589
H 2.1878 0.5940 -0.4385 0.201
H 1.8629 -1.8498 -0.0493 0.222
H 0.0983 -1.5273 0.4474 0.217
H -2.6396 0.6673 -0.5787 0.500
```

- HOMO: -9.75 eV
- M: 88.06 g mol⁻¹

=====

(Q)
Computed, not measured: an isolated molecule of C3H4O3, with ωB97M-V with the def2-TZVPD basis set.

Geometry as XYZ:
```
10
Properties=species:S:1:pos:R:3:nbo_charge:R:1
C -0.0411 1.0489 -0.3084 0.120
C 0.2149 -1.4708 -0.3851 0.385
C -0.1743 -0.1072 0.2746 0.089
O 0.2253 -2.4076 0.3809 -0.549
O -0.2088 2.2855 0.0926 -0.664
O -0.5623 -0.3140 1.5331 -0.670
H 0.3445 0.7684 -1.3379 0.153
H 0.5121 -1.5574 -1.3523 0.138
H 0.0886 3.0310 -0.4718 0.508
H -0.3990 -1.2768 1.5744 0.489
```

- HOMO: -8.67 eV
- M: 88.06 g mol⁻¹

=====

(R)
Computed, not measured: an isolated molecule of C3H4O3, with ωB97M-V with the def2-TZVPD basis set.

Geometry as XYZ:
```
10
Properties=species:S:1:pos:R:3:nbo_charge:R:1
O 1.5115 -0.3622 -0.6735 -0.689
C 0.8860 -0.1871 0.5768 -0.168
C -0.4918 0.4368 0.4324 0.450
O -0.8977 1.3517 1.1129 -0.480
C -1.4294 -0.1521 -0.6263 0.337
O -1.2887 -1.2571 -1.0815 -0.455
H 1.7812 0.5032 -1.0033 0.469
H 0.7765 -1.1849 1.0146 0.215
H 1.4674 0.4356 1.2695 0.192
H -2.2816 0.5100 -0.8812 0.130
```

- HOMO: -9.82 eV
- M: 88.06 g mol⁻¹

=====

Taking the most stable structure as the zero point, the relative energies in eV are (P) 0.000; (Q) 1.294; (R) 0.738.

=====

(P)
Computed, not measured: a 3-piece molecular cluster, C3H4O3 overall, with ωB97M-V with the def2-TZVPD basis set.

Geometry as XYZ:
```
10
Properties=species:S:1:pos:R:3:nbo_charge:R:1
O -2.6420 0.1535 0.4851 -0.501
C -1.5473 0.0734 0.1948 0.495
O -0.6523 -2.5989 0.6389 -0.493
C 0.4501 -2.3656 0.2133 0.277
C 0.6148 2.3075 -0.3884 0.278
O -0.5059 2.7014 -0.1896 -0.492
H 1.2574 -3.1224 0.2360 0.110
H 0.7099 -1.3800 -0.2201 0.108
H 0.8848 1.2388 -0.2796 0.107
H 1.4304 2.9923 -0.6904 0.110
```

- HOMO: -10.35 eV
- M: 88.06 g mol⁻¹

=====

(Q)
Computed, not measured: an isolated molecule of C3H4O3, with ωB97M-V with the def2-TZVPD basis set.

Geometry as XYZ:
```
10
Properties=species:S:1:pos:R:3:nbo_charge:R:1
C -0.3719 -0.2148 0.3257 0.113
C -0.5158 -0.3352 -1.0472 0.443
C 0.5775 0.6159 1.2490 -0.644
O -1.4387 -1.0999 0.5616 -0.205
O -1.5693 -1.2759 -0.8498 -0.220
O -0.0252 -0.0256 -2.2328 -0.674
H 0.2196 0.9156 2.2454 0.234
H 1.3856 -0.0544 1.4413 0.220
H 0.8401 1.4068 0.6667 0.224
H 0.8981 0.0675 -2.3600 0.509
```

- HOMO: -8.26 eV
- M: 88.06 g mol⁻¹

=====

(R)
Computed, not measured: an isolated molecule of C3H4O3, with ωB97M-V with the def2-TZVPD basis set.

Geometry as XYZ:
```
10
Properties=species:S:1:pos:R:3:nbo_charge:R:1
C 0.1187 0.2589 0.4235 -0.129
C 1.0536 -0.9671 0.1333 0.422
C -1.1240 -0.0137 -0.3808 0.390
H -0.0840 2.2161 -0.0803 0.463
H -0.2124 0.2070 1.4534 0.214
H 0.4723 -1.9520 0.1687 0.130
H -1.1831 0.4659 -1.4174 0.139
O 0.7969 1.4185 -0.0536 -0.655
O 2.1921 -0.8529 -0.2670 -0.467
O -2.0301 -0.7808 0.0202 -0.507
```

- HOMO: -10.34 eV
- M: 88.06 g mol⁻¹

=====

(S)
Computed, not measured: a 2-piece molecular cluster, C3H4O3 overall, with ωB97M-V with the def2-TZVPD basis set.

Geometry as XYZ:
```
10
Properties=species:S:1:pos:R:3:nbo_charge:R:1
C -1.6391 0.0543 0.1472 0.673
C 0.8681 -0.6067 0.1340 0.603
C 1.6835 0.5699 -0.1044 -0.786
O -1.4986 1.2265 0.1131 -0.569
O 1.1823 -1.7700 0.1346 -0.478
O -2.9517 -0.5660 0.1356 -0.749
H -3.0795 -1.5592 0.0292 0.510
H 1.0969 1.4533 -0.4427 0.268
H 2.2382 0.3440 -0.9984 0.259
H 2.0999 0.8540 0.8519 0.271
```

- HOMO (spin up / spin down): -8.74 / -8.11 eV
- M: 88.06 g mol⁻¹

=====

Taking the most stable structure as the zero point, the relative energies in eV are (P) 0.000; (Q) 3.061; (R) 0.295; (S) 1.497.

=====

(P)
Computed, not measured: an isolated ion of composition C6H17N2 and charge +1, with ωB97M-V with the def2-TZVPD basis set.

Geometry as XYZ:
```
25
Properties=species:S:1:pos:R:3:nbo_charge:R:1
N 1.8735 -0.3736 -1.2696 -0.690
C 1.7103 -1.0529 0.0868 -0.029
C 1.4999 -2.5039 -0.3708 -0.675
C 0.5736 -0.3545 0.8760 -0.254
N -0.3703 0.1557 -0.0792 -0.677
C -1.7764 2.0641 -0.7067 -0.639
C -1.1688 1.3345 0.4700 -0.054
C -2.4089 0.8161 1.2346 -0.649
H 2.0365 0.6360 -1.2718 0.438
H 2.6938 -0.5934 -1.8345 0.436
H 0.9870 -0.5707 -1.7899 0.464
H 2.6710 -0.8598 0.5475 0.227
H 0.5842 -2.7526 -0.9379 0.237
H 2.3651 -2.9324 -0.8937 0.239
H 1.5109 -3.1941 0.4900 0.260
H 0.9768 0.4179 1.5286 0.220
H 0.2042 -1.0654 1.6511 0.219
H -1.1651 -0.5040 -0.2180 0.380
H -2.6428 2.7973 -0.5071 0.241
H -2.4138 1.5028 -1.4200 0.227
H -1.0443 2.5730 -1.2850 0.210
H -0.4550 1.8810 1.0617 0.201
H -3.3156 0.8080 0.6197 0.223
H -2.3295 -0.1945 1.6535 0.208
H -2.6511 1.4721 2.0697 0.239
```

- HOMO: -13.32 eV
- Charge: +1
- M: 117.22 g mol⁻¹

=====

(Q)
Computed, not measured: an isolated ion of composition C6H17N2 and charge +1, with ωB97M-V with the def2-TZVPD basis set.

Geometry as XYZ:
```
25
Properties=species:S:1:pos:R:3:nbo_charge:R:1
N 1.4688 -2.7448 -0.3424 -0.693
C 1.6181 -1.3942 -0.9202 -0.252
C 0.8604 -0.2822 -0.1036 -0.251
N -0.6234 -0.1405 -0.1981 -0.456
C -1.0838 0.0965 -1.5712 -0.446
C -0.4286 2.5500 0.4286 -0.672
C -1.1233 1.1465 0.5515 -0.087
C -1.1543 0.7273 2.0111 -0.626
H 1.5929 -3.4704 -1.1339 0.453
H 2.1829 -2.9980 0.3903 0.455
H 0.5270 -3.0176 0.0079 0.459
H 1.1084 -1.4071 -1.8292 0.236
H 2.7592 -1.1109 -0.9133 0.256
H 1.0717 -0.5165 0.9946 0.210
H 1.4770 0.6991 -0.2757 0.219
H -2.1550 0.2220 -1.6394 0.239
H -0.5095 0.7176 -2.2524 0.199
H -1.1347 -0.9514 -2.1327 0.170
H -0.2620 3.1941 1.4058 0.257
H 0.7688 2.4769 0.2431 0.211
H -1.0456 3.0789 -0.4161 0.241
H -2.2555 1.2388 0.4078 0.229
H -0.6147 1.4984 2.7731 0.215
H -0.7989 -0.3068 2.1399 0.206
H -2.2458 0.6945 2.3745 0.229
```

- HOMO: -12.72 eV
- Charge: +1
- M: 117.22 g mol⁻¹

=====

(R)
Computed, not measured: a 2-piece molecular cluster, C6H17N2 overall, with ωB97M-V with the def2-TZVPD basis set.

Geometry as XYZ:
```
25
Properties=species:S:1:pos:R:3:nbo_charge:R:1
C -0.2154 0.3490 1.3519 -0.233
N -1.4704 -0.2829 1.0315 -0.439
C -2.4481 0.6397 0.3056 -0.226
C -3.7455 -0.1071 0.1922 -0.632
C 0.8991 -0.2930 0.5250 -0.165
N 0.5462 -0.0535 -0.7876 -0.134
C 3.4170 -0.6389 -0.0410 -0.640
C 2.3999 0.0959 0.8282 -0.391
H 0.0247 0.1639 2.4123 0.258
H -0.2551 1.4126 1.0753 0.220
H -1.2995 -1.0314 0.3561 0.373
H -1.9715 1.0134 -0.6120 0.217
H -2.5883 1.5077 0.9547 0.212
H -4.4202 0.5741 -0.3494 0.236
H -3.7099 -1.0068 -0.4277 0.221
H -4.1691 -0.2483 1.1838 0.236
H 0.8434 -1.3836 0.7664 0.344
H 0.5354 -0.0038 -4.5496 0.005
H 1.2934 -0.2968 -1.4526 0.363
H 0.2131 0.5880 -4.2840 -0.005
H 4.4268 -0.3328 0.2414 0.262
H 3.4729 -1.7275 -0.0089 0.237
H 3.2860 -0.2812 -1.0658 0.204
H 2.3301 1.1289 0.4629 0.220
H 2.6049 0.2143 1.8915 0.259
```

- HOMO: -13.93 eV
- Charge: +1
- M: 117.22 g mol⁻¹

=====

(S)
Computed, not measured: a 2-piece molecular cluster, C6H17N2 overall, with ωB97M-V with the def2-TZVPD basis set.

Geometry as XYZ:
```
25
Properties=species:S:1:pos:R:3:nbo_charge:R:1
C 0.9759 1.4380 0.5621 -0.344
N 0.7407 0.3893 -0.2702 0.120
C -0.5114 0.2632 -0.8345 -0.347
C -0.6591 -0.9568 -1.7653 -0.227
C -0.2692 -2.2653 -1.0431 -0.609
C -2.0752 -0.9535 -2.3501 -0.617
C 0.1098 1.4118 1.9001 -0.142
N 0.6778 0.5255 2.8180 -0.747
H 0.7033 2.3969 0.0848 0.297
H 2.0427 1.4634 0.8029 0.258
H 0.5660 -0.4560 2.5913 0.383
H -1.2696 0.2874 -0.0360 0.284
H -0.7269 1.1887 -1.3873 0.294
H 0.0110 -0.7023 -2.6012 0.222
H -0.1700 -2.0781 0.0258 0.190
H 0.6965 -2.6137 -1.3816 0.240
H -1.0610 -3.0100 -1.1296 0.235
H -2.8543 -0.6320 -1.6484 0.207
H -2.1432 -0.2588 -3.1988 0.225
H -2.3636 -1.9324 -2.7144 0.239
H 0.1827 2.4205 2.2833 0.241
H -0.9222 1.2158 1.6225 0.194
H 6.4041 0.2466 1.5420 0.014
H 0.3915 0.7245 3.7664 0.407
H 5.8242 -0.2443 1.6591 -0.014
```

- HOMO: -14.48 eV
- Charge: +1
- M: 117.22 g mol⁻¹

=====

Taking the most stable structure as the zero point, the relative energies in eV are (P) 0.000; (Q) 2.414; (R) 5.219; (S) 3.998.

=====

(P)
Computed, not measured: a 2-piece molecular cluster, C4H14NO overall, with ωB97M-V with the def2-TZVPD basis set.

Geometry as XYZ:
```
20
Properties=species:S:1:pos:R:3:nbo_charge:R:1
C -0.1130 1.1062 0.6090 -0.216
C 1.0728 0.1381 0.5276 -0.429
C 1.8327 0.1910 -0.8001 -0.398
C 1.1369 -0.1225 -2.1426 -0.643
N -1.2858 0.3854 -0.0397 -0.697
H 0.0247 2.0213 0.0396 0.226
H -0.3456 1.3230 1.6467 0.238
H 0.7011 -0.8597 0.7857 0.206
H 1.8186 0.4709 1.2490 0.252
H 2.6744 -0.4900 -0.6631 0.229
H 2.2247 1.2114 -0.8339 0.206
H 0.2360 0.4750 -2.2644 0.183
H 1.8572 0.1379 -2.9104 0.252
H 1.0826 -1.1930 -2.2168 0.226
H -0.8580 -0.2613 -0.7047 0.446
H -1.7705 -0.2654 0.5916 0.467
H -2.0293 0.9412 -0.4564 0.443
H -3.5204 -1.7018 2.3931 0.494
H -2.1595 -1.9446 2.9872 0.493
O -2.5796 -1.5630 2.2029 -0.978
```

- HOMO: -15.45 eV
- Charge: +1
- M: 92.16 g mol⁻¹

=====

(Q)
Computed, not measured: a 2-piece molecular cluster, C4H14NO overall, with ωB97M-V with the def2-TZVPD basis set.

Geometry as XYZ:
```
20
Properties=species:S:1:pos:R:3:nbo_charge:R:1
C 0.9340 0.4575 0.8025 -0.225
C 0.9942 0.5708 -0.6495 -0.471
C -0.1460 -0.0550 -1.4587 -0.420
C -0.6812 0.9937 -2.5933 -0.645
N 0.5297 -0.9666 1.1612 -0.694
H 0.2435 1.1705 1.2098 0.228
H 1.9029 0.7752 1.2318 0.250
H 1.8446 0.0269 -1.1633 0.232
H 1.3219 1.5597 -1.0180 0.262
H -1.0097 -0.3963 -0.8422 0.190
H 0.1396 -1.0061 -1.9666 0.221
H 0.0633 1.1241 -3.4037 0.221
H -1.5299 0.5054 -3.2506 0.230
H -0.9692 2.0648 -2.4757 0.239
H 1.2029 -1.6067 1.4158 0.424
H -0.0561 -0.7850 2.0243 0.486
H 0.1402 -1.5454 0.4890 0.434
H -1.4764 -1.5379 3.9729 0.503
H -2.0340 -0.3238 3.3438 0.498
O -1.4144 -1.0255 3.1707 -0.962
```

- HOMO: -14.53 eV
- Charge: +1
- M: 92.16 g mol⁻¹

=====

(R)
Computed, not measured: a 2-piece molecular cluster, C4H14NO overall, with ωB97M-V with the def2-TZVPD basis set.

Geometry as XYZ:
```
20
Properties=species:S:1:pos:R:3:nbo_charge:R:1
C -0.1155 1.1886 -2.0920 -0.642
C 0.7217 0.5214 -1.0266 -0.223
N -0.0356 -0.6170 -0.4127 -0.517
C 0.7856 -1.4594 0.5929 -0.205
C 1.1797 -0.5993 1.7890 -0.653
H 0.1981 2.2105 -2.2768 0.260
H -0.3417 0.5565 -2.9498 0.228
H -1.1167 1.3307 -1.6547 0.225
H 0.8525 1.1896 -0.1715 0.217
H 1.7370 0.2208 -1.2737 0.228
H -0.7819 -0.3015 0.1998 0.469
H -0.3429 -1.2211 -1.1756 0.428
H 0.0446 -2.1736 0.9412 0.226
H 1.6302 -1.8564 0.0422 0.226
H 0.3174 -0.4022 2.4158 0.230
H 1.6132 0.3664 1.5213 0.222
H 1.9367 -1.0656 2.4152 0.262
H -2.6008 1.3850 1.4283 0.504
H -3.2722 0.1485 0.7715 0.499
O -2.4092 0.5782 0.9163 -0.984
```

- HOMO: -16.05 eV
- Charge: +1
- M: 92.16 g mol⁻¹

=====

Taking the most stable structure as the zero point, the relative energies in eV are (P) 0.106; (Q) 1.451; (R) 0.000.